# 1
64
Properties=species:S:1:pos:R:3:forces:R:3 method="wB97M-V/def2-TZVPD" homo_ev=-10.89 orbital_gap_ev=6.06 charge=+1 lumo_energy_ev=-4.83 energy_ha=-1414.29389
C -1.731 -2.057 2.378 0.2 -0.9 0.4
C -4.999 -5.767 3.647 -0.4 0.0 0.0
H 2.266 -0.324 -4.335 0.0 0.3 -0.2
H 2.790 2.778 -2.123 0.2 -0.1 -0.2
C -1.325 3.998 0.327 -0.2 0.2 -0.2
H 3.546 3.169 -5.008 0.1 0.0 0.0
C -0.009 0.444 -0.067 -2.4 0.5 0.0
H -1.073 2.612 -1.329 -0.1 0.2 0.7
H 0.328 0.907 -3.194 0.1 0.1 -0.1
H 4.057 1.853 -2.925 -0.1 -0.4 0.5
C 2.154 1.843 -3.993 0.0 -0.4 1.0
C -2.423 -4.929 3.049 -0.7 0.1 0.0
Si 2.760 0.528 -1.292 2.4 0.1 -1.1
H 3.246 -1.876 -1.047 0.0 -0.1 0.1
H -1.803 4.770 -0.303 0.4 -0.4 0.4
O -1.155 -4.463 2.627 -0.5 -0.1 0.3
H -2.361 -6.530 1.633 -0.2 0.1 -0.1
H -0.480 0.299 -1.081 0.4 0.3 1.0
C -1.150 4.243 1.699 0.4 -0.5 -0.7
H 1.907 3.187 -5.650 -0.1 0.0 -0.2
C -0.331 -0.779 0.787 0.3 -0.4 0.3
C -1.335 -0.852 1.803 0.2 0.5 -0.7
C 2.492 3.120 -4.738 0.1 0.2 0.0
H -4.722 -7.228 2.050 0.0 0.4 0.4
H 3.797 -1.317 -2.615 0.1 0.4 -0.2
H 3.886 0.288 0.919 0.0 0.3 -0.3
C 2.996 -1.234 -1.887 -1.0 0.1 0.7
C -0.946 2.796 -0.249 0.1 -0.9 0.3
C -4.296 -6.410 2.641 0.8 -0.2 -0.2
H 3.496 0.618 -5.216 -0.3 0.0 0.1
H 0.260 1.235 2.572 -0.1 0.4 -0.2
H 2.258 3.992 -4.131 0.0 0.1 0.0
H 1.087 0.672 -0.416 0.7 -0.6 0.2
H -6.018 -6.056 3.835 -0.2 -0.1 0.1
C -0.984 -3.219 2.076 -0.2 0.0 -0.7
C 0.655 1.842 -3.678 -0.1 0.2 -0.1
H -4.956 -4.268 5.225 0.1 -0.3 -0.4
H -0.370 3.436 3.547 -0.1 0.0 -0.3
H 0.382 2.690 -3.036 0.0 -0.2 -0.1
C 2.453 0.626 -4.864 0.2 -0.3 -0.2
C 2.989 1.827 -2.651 -1.5 0.4 -0.3
H -2.448 5.908 1.680 -0.2 0.1 0.0
C 0.022 -3.159 1.085 -0.1 -0.7 0.3
C 3.883 1.040 0.111 -0.8 0.1 0.9
H 3.514 1.996 0.542 0.3 -0.5 -0.2
H 1.796 0.651 -5.748 0.3 -0.1 0.2
C -2.981 -6.029 2.370 0.5 0.9 0.2
H -2.601 -2.124 3.082 1.1 0.3 -0.8
C -3.121 -4.332 4.113 0.4 -0.2 -0.5
H -1.914 5.440 3.290 -0.1 0.0 0.1
H 1.069 -1.956 -0.321 0.0 -0.1 -0.1
C -0.171 2.021 1.942 -0.6 0.0 -1.0
C -1.603 5.543 2.254 -0.4 0.3 0.4
C -0.438 1.754 0.567 0.8 0.9 0.1
H -1.868 0.030 2.158 0.2 -0.1 -0.4
H 4.931 1.200 -0.197 -0.5 -0.1 -0.3
C -0.547 3.256 2.484 0.2 -0.4 -0.1
H -0.852 6.330 2.233 0.3 -0.1 -0.1
H 0.548 -4.097 0.806 -0.5 0.8 0.3
H 0.108 1.941 -4.629 0.0 -0.1 0.4
H -2.625 -3.551 4.687 -0.2 -0.2 0.0
C -4.424 -4.755 4.403 0.6 0.2 0.0
H 2.072 -1.598 -2.341 0.1 -0.2 -0.1
C 0.308 -1.970 0.443 -0.2 -0.1 0.5

---

# 2
13
Properties=species:S:1:pos:R:3:forces:R:3 method="wB97M-V/def2-TZVPD" relative_energy_kj_mol=379.1 homo_ev=-7.32 orbital_gap_ev=7.54 lumo_energy_ev=0.22 energy_ha=-195.14763
H 1.540 1.205 -0.814 0.3 0.0 0.1
H 1.849 -0.335 0.069 0.0 0.3 -0.2
H -0.403 2.148 0.426 1.1 -0.3 0.0
H -1.329 -0.471 1.783 0.5 -1.0 -1.1
C -0.209 0.023 -0.410 -1.3 -1.8 -3.3
C -0.903 -1.045 -0.913 0.2 1.7 0.8
H -0.494 -1.678 -1.683 0.2 -0.3 0.3
H -1.911 -1.214 -0.541 0.0 -0.1 -0.4
H 0.228 0.167 2.375 -0.8 1.6 0.6
H 1.548 -0.323 -1.681 -0.2 -0.1 0.0
C -0.628 1.091 0.505 -0.1 -1.0 1.8
C -0.569 0.280 1.620 0.2 0.7 1.2
C 1.280 0.151 -0.736 -0.4 0.2 0.0

---

# 3
122
Properties=species:S:1:pos:R:3:forces:R:3 method="wB97M-V/def2-TZVPD" relative_energy_kj_mol=0.0 homo_ev="-10.33 / -10.48" spin_multiplicity=3 orbital_gap_ev="7.06 / 7.13" charge=+1 lumo_energy_ev="-3.28 / -3.36" s_squared=2.0067 energy_ha=-4161.41989
C -4.259 -1.763 0.295 0.0 0.0 -0.1
H 3.711 2.869 -1.570 0.1 0.1 -0.1
H 0.626 1.885 4.590 0.0 -0.1 0.0
H -0.823 -1.471 -3.843 0.0 0.0 0.1
H -2.969 -3.930 7.327 0.0 0.0 0.1
H -5.061 -2.398 0.670 0.0 0.0 0.0
H -3.720 -1.099 2.927 0.1 -0.1 0.0
H -0.001 3.521 0.470 0.0 0.0 0.0
C 2.355 -1.729 1.443 0.0 -0.1 -0.2
C -2.761 4.324 0.797 -0.2 0.0 0.0
C -4.382 -0.405 0.970 -0.1 0.1 0.0
C -0.988 -0.647 -4.532 0.0 -0.1 0.1
N -2.062 0.710 0.453 0.1 0.0 0.1
H -2.402 4.632 -1.331 0.0 -0.1 -0.1
H 2.687 -5.570 -4.939 -0.1 -0.1 0.0
H -1.378 -0.984 2.460 0.0 -0.1 0.0
H 3.116 0.580 3.075 0.1 0.0 0.1
N -1.660 2.027 0.427 0.1 -0.2 -0.2
C 3.122 3.527 -0.931 0.0 0.1 0.0
H 2.553 2.920 3.511 -0.1 0.0 0.0
N 0.708 -2.257 -1.397 -0.4 -0.4 0.2
C 1.811 -3.524 -3.111 -0.1 -0.2 0.1
C 1.543 4.410 2.408 0.1 0.0 0.0
C -1.917 -2.928 4.321 0.0 -0.3 -0.2
H -1.959 -0.207 -4.310 -0.1 0.0 0.0
H 0.499 5.734 -1.549 0.0 0.0 -0.1
H 0.302 -6.831 -1.183 0.0 -0.1 -0.1
H -0.886 -6.702 0.951 0.0 -0.1 0.1
H 4.432 -1.174 1.767 0.0 0.0 0.1
C -1.379 -4.385 2.348 0.1 0.5 0.0
C 2.979 -4.551 -5.125 0.1 0.3 0.0
H 2.264 -3.491 2.703 0.0 -0.1 0.0
S 3.286 -2.024 -4.929 0.1 0.0 -0.1
C 0.124 0.389 -4.506 0.1 -0.1 0.0
H 1.115 5.181 0.012 -0.1 0.0 -0.1
O -1.855 -1.819 -1.693 -0.6 -0.3 -0.3
C 2.343 0.672 2.335 -0.1 0.0 -0.1
N -0.779 -2.121 0.880 0.1 -0.5 -0.1
C 0.263 1.281 -3.290 0.0 -0.1 0.0
H 4.130 -4.844 -6.987 0.1 -0.1 -0.1
H -3.324 -2.268 0.516 0.2 -0.1 0.1
C 0.996 3.000 -2.093 0.0 0.2 0.0
C 0.484 2.808 4.032 -0.1 0.0 0.0
H -4.683 0.369 2.991 0.0 0.0 0.0
H 0.568 4.666 2.002 0.2 0.0 0.0
H 0.471 3.638 4.734 0.0 0.1 0.1
H 2.135 6.136 -1.044 0.1 0.1 0.0
H -0.490 2.761 3.546 -0.1 0.0 0.0
C 0.548 -4.680 -1.391 0.2 0.2 -0.3
C -0.846 -4.528 1.052 -0.1 0.2 0.3
H 3.728 -0.106 -1.433 0.1 0.0 0.0
H 1.080 -0.145 -4.588 -0.1 0.0 0.0
H 2.789 2.963 -0.061 0.0 0.0 0.1
C 1.586 1.799 2.082 0.0 0.1 0.0
N 0.273 2.184 -1.301 0.1 -0.3 0.2
C 0.083 -5.874 -0.734 0.0 0.2 0.1
H 4.570 -2.258 -6.974 0.1 0.1 -0.1
C -2.618 -3.346 6.494 0.1 0.2 -0.2
C 1.464 -2.311 -2.466 0.1 -0.2 0.0
H -2.317 5.869 2.239 0.0 0.1 0.0
C -2.715 2.828 0.666 0.0 0.2 0.2
C -1.517 -3.124 2.924 0.1 -0.2 -0.2
C 1.869 -0.311 1.474 -0.1 -0.2 0.1
N -0.125 1.081 -2.020 -0.1 0.2 -0.1
H -5.453 -1.187 2.677 -0.1 0.0 0.0
H -0.137 0.639 -6.632 0.0 0.0 -0.1
H -1.620 -5.279 2.904 0.0 0.0 0.1
H -1.127 4.573 2.201 -0.2 0.0 0.0
H 2.825 -2.046 3.536 0.0 0.0 0.0
H 1.814 -2.267 0.668 0.0 0.1 0.1
O 2.929 0.372 -1.672 0.0 -0.2 -0.1
C -3.813 2.024 0.868 0.2 0.0 -0.1
C -4.568 -0.585 2.480 0.0 0.0 0.0
H -2.469 -4.920 4.965 0.0 -0.2 -0.1
H 2.328 4.446 -2.671 0.0 0.0 0.1
O -2.301 -0.598 -1.823 -0.3 -0.3 -0.3
H -3.836 4.533 0.815 0.1 0.0 0.0
H 4.206 -2.822 1.194 0.0 -0.1 0.0
C 3.767 -4.162 -6.237 -0.1 0.2 0.1
C -0.513 -3.354 0.373 0.3 0.2 -0.1
H 1.828 -1.352 -2.817 0.0 0.0 -0.1
C 0.249 -3.424 -0.856 -0.2 -0.1 0.3
H -2.688 4.307 2.970 -0.1 0.0 0.1
C -2.345 -3.880 5.210 0.0 0.3 0.1
H -4.811 2.353 1.080 -0.2 0.1 0.1
C 4.006 -2.820 -6.254 0.0 -0.2 0.0
H -2.507 -1.349 7.394 0.0 0.1 0.1
C 1.333 -4.706 -2.559 0.1 0.5 0.0
H 3.059 1.261 -1.323 -0.1 -0.1 0.0
H 3.788 4.316 -0.583 0.0 0.0 0.0
H 1.755 5.116 3.211 0.0 0.0 0.0
H 1.574 -5.664 -2.998 0.0 0.0 -0.1
N 0.874 0.188 0.732 0.1 -0.1 -0.3
H -5.315 0.031 0.591 0.1 -0.1 0.1
C -2.383 -2.004 6.553 0.0 -0.2 0.0
H 1.446 2.907 -4.223 0.1 0.1 -0.1
C 1.375 5.357 -1.027 0.0 0.0 0.1
B -0.166 2.388 0.183 0.0 0.0 0.1
C 1.591 3.002 2.991 0.1 0.0 0.0
C 2.638 -3.494 -4.323 -0.2 -0.3 0.2
C 0.960 2.484 -3.367 0.1 0.0 0.2
H -2.591 6.109 -0.391 0.0 0.1 0.0
C -0.575 -5.804 0.441 0.1 0.2 0.0
C -2.177 5.101 -0.376 0.1 0.0 0.0
H -1.100 5.190 -0.286 0.0 0.0 0.0
S -1.836 -1.381 5.064 0.0 0.0 0.1
H 2.287 4.566 1.631 0.1 -0.1 0.0
C 1.937 4.114 -1.703 0.0 0.1 -0.2
H 0.895 1.870 -5.929 0.0 0.0 0.0
H -0.847 1.939 -5.677 -0.1 0.0 0.0
C -2.190 4.794 2.133 0.0 0.0 0.0
C 3.844 -1.799 1.098 0.0 -0.1 0.0
H 4.041 -1.479 0.079 0.0 0.1 -0.1
H -1.036 -1.076 -5.534 0.0 0.0 0.0
C 0.007 1.268 -5.755 0.1 0.0 -0.1
C -3.381 0.712 0.723 0.0 -0.1 -0.1
N 0.731 1.497 1.084 -0.1 0.0 0.1
H -4.365 -1.704 -0.784 0.0 0.1 -0.1
C 2.119 -2.415 2.791 0.0 0.0 0.1
C -1.230 -2.004 2.110 -0.1 -0.3 -0.2
Ti -0.681 -0.609 -0.693 0.5 1.0 0.6
H 1.119 -2.234 3.182 0.0 0.0 0.0

---

What did the second record say?
13
Properties=species:S:1:pos:R:3:forces:R:3 method="wB97M-V/def2-TZVPD" relative_energy_kj_mol=379.1 homo_ev=-7.32 orbital_gap_ev=7.54 lumo_energy_ev=0.22 energy_ha=-195.14763
H 1.540 1.205 -0.814 0.3 0.0 0.1
H 1.849 -0.335 0.069 0.0 0.3 -0.2
H -0.403 2.148 0.426 1.1 -0.3 0.0
H -1.329 -0.471 1.783 0.5 -1.0 -1.1
C -0.209 0.023 -0.410 -1.3 -1.8 -3.3
C -0.903 -1.045 -0.913 0.2 1.7 0.8
H -0.494 -1.678 -1.683 0.2 -0.3 0.3
H -1.911 -1.214 -0.541 0.0 -0.1 -0.4
H 0.228 0.167 2.375 -0.8 1.6 0.6
H 1.548 -0.323 -1.681 -0.2 -0.1 0.0
C -0.628 1.091 0.505 -0.1 -1.0 1.8
C -0.569 0.280 1.620 0.2 0.7 1.2
C 1.280 0.151 -0.736 -0.4 0.2 0.0